137
Properties=species:S:1:pos:R:3:forces:R:3:lowdin_charge:R:1 method="wB97M-V/def2-TZVPD" spin_multiplicity=1 total_charge=0 de_lowest_kj_mol=312.7 homo_energy_ev=-8.4 orbital_gap_ha=0.325 smiles=COC[C@H](C)N.COC[C@H](C)N.COC[C@H](C)N.COC[C@H](C)N.COC[C@H](C)N.COC[C@H](C)N.COC[C@H](C)N.CO.CO.CO total_energy_ha=-2369.9416
C -1.51603 2.79994 -3.75666 1.05 0.88 0.83 -0.182
H -0.54004 2.74509 3.38283 0.12 0.68 0.36 0.124
C -0.27856 4.24445 1.82621 -0.13 -1.27 -0.41 -0.395
H 2.96318 -0.25448 6.72596 0.29 -0.14 0.03 0.076
H 1.77963 0.41350 2.49850 -0.21 0.18 -0.10 0.075
H 0.84099 0.90806 -2.42204 -0.29 -0.11 0.28 0.067
H -0.39493 4.15508 -0.39918 -0.05 -0.38 0.13 0.068
H 0.28686 -5.29151 1.91421 -0.06 -0.55 -0.04 0.068
C 2.54317 -3.58478 -0.30723 0.54 0.03 -0.35 -0.035
H 0.30798 -1.88179 1.60242 0.42 0.15 0.18 0.123
H -3.00019 -2.46227 -7.91826 0.28 0.25 -0.06 0.076
C 7.70042 2.72486 1.45218 -0.79 0.39 0.24 -0.056
H -1.42965 -3.25132 0.89404 -0.62 -0.55 -0.22 0.089
C 4.11306 0.79060 -1.86029 0.33 -1.57 -0.17 -0.136
H -4.81921 -3.58088 1.79335 -0.31 0.00 -0.14 0.140
H 4.45704 0.73778 -2.89680 0.12 0.72 -0.06 0.079
H 1.51152 4.12422 0.88670 0.21 -0.15 0.02 0.072
H -6.94315 -2.20819 1.57507 -0.13 -0.08 0.12 0.131
C -3.44656 2.79772 -2.11986 0.06 -0.02 1.47 -0.065
N 4.06374 -2.50792 -1.96408 -0.15 2.20 -0.04 0.040
H -6.62781 -0.00001 0.39667 -0.11 -0.06 -0.02 0.089
C -2.78113 -2.40884 -6.85009 -0.96 -0.92 -0.35 -0.062
H -2.11986 4.39698 -2.38931 0.54 -0.32 -0.06 0.130
H 7.46437 2.35016 6.23719 -0.40 0.04 0.45 0.088
C -1.99979 -2.33936 0.70000 1.46 0.81 0.25 -0.060
H -1.70462 -2.35469 -6.71262 -0.04 0.44 0.28 0.066
H 7.51285 3.80132 1.38790 -0.06 -0.02 -0.18 0.078
H 1.46202 -0.56746 -0.40783 -0.15 -0.30 0.14 0.101
C -6.04419 0.18429 1.30144 0.60 0.40 -0.35 -0.108
H 4.54856 1.74106 1.58049 -0.12 0.35 -0.12 0.030
H -6.66503 -1.58787 3.21230 0.14 0.28 0.01 0.129
H 1.83176 -4.38322 -0.09654 -0.13 -0.03 -0.47 0.068
C 2.84877 -3.31623 -1.78917 1.31 -1.46 -0.12 -0.407
C 1.02558 -5.54995 2.66930 0.28 -0.09 0.71 -0.161
N 0.41462 1.17004 0.09769 -0.93 -0.55 -0.42 0.052
H -3.62143 2.14202 2.82722 0.09 0.43 -0.54 0.092
C 1.65365 -2.80107 -2.54048 0.18 0.57 -0.89 -0.191
O -1.69427 2.14891 1.91212 -0.86 1.23 -0.43 -0.229
H 6.89444 3.87562 5.59007 -0.11 0.03 -0.39 0.086
H -2.36681 0.18047 -6.33212 0.15 -0.27 -0.35 0.061
O 6.94290 2.14139 4.35590 0.02 1.10 -0.51 -0.189
H -3.70885 -2.10381 3.01704 0.26 0.00 0.40 0.027
H 1.28047 -5.01576 4.51890 -0.07 0.12 0.06 0.071
O -0.62060 2.30505 -2.76773 -0.43 -0.69 0.16 -0.188
H -3.92900 5.00883 -3.60275 -0.17 -0.10 -0.16 0.070
H -3.33781 -1.31730 -2.29458 -0.17 -0.66 -0.21 0.089
H 0.88291 -3.57588 -2.56745 -0.12 -0.02 0.37 0.131
C -2.75464 1.51870 2.57952 -0.11 -0.55 0.81 -0.115
N -4.25413 -2.75728 3.57298 0.84 0.30 -0.63 0.041
H -4.45325 -0.65944 -4.31399 -0.18 0.07 -0.14 0.121
H -7.00995 -4.57008 2.83455 0.10 -0.14 0.01 0.079
H 4.08077 -2.16949 -2.92294 -0.08 0.00 0.07 0.079
H -0.48466 -0.38613 1.98514 -0.43 0.26 -0.13 0.123
H -3.08786 0.66745 1.98824 0.06 0.02 -0.09 0.074
H 2.87956 0.94446 1.20723 -0.55 0.24 -0.49 0.052
O 1.99075 -2.49160 -3.89222 0.56 -0.81 -0.24 -0.187
H -0.19469 5.15106 2.42934 -0.08 -0.04 0.04 0.123
C -0.90868 4.57847 0.46017 -0.76 1.13 0.48 -0.058
H 8.55887 2.61373 2.11110 0.14 -0.40 -0.23 0.076
C -6.17739 -4.16736 3.41144 -0.65 0.31 0.80 -0.072
N -3.38920 4.28144 -4.06463 0.48 0.19 0.13 0.028
H 1.24564 -1.87621 -2.11757 -0.11 -0.14 0.43 0.114
H 5.37323 1.62356 0.24109 0.65 0.23 0.46 0.025
C 1.02384 -0.13366 0.49213 -0.73 2.30 0.20 -0.380
H -0.91848 3.48244 -4.37662 -0.16 0.02 -0.31 0.128
H 5.16731 -0.71321 -1.13794 -0.43 0.14 -0.04 0.048
H 3.49619 -3.91800 0.10672 -0.09 0.20 0.43 0.080
H 0.88749 2.70759 1.37279 0.59 0.16 -0.35 0.010
H 0.49866 -1.20475 -4.24278 -0.64 -0.42 0.10 0.063
H -6.59527 -3.63879 4.28114 -0.37 0.19 -0.30 0.078
H -2.40829 -2.02353 1.65983 -0.13 0.20 -0.06 0.060
H 7.81513 2.33130 0.44342 0.60 0.07 0.04 0.075
H -2.71681 4.78741 -4.64135 -0.33 0.04 -0.17 0.066
H -3.82339 0.72206 -6.33581 -0.42 -0.25 -0.24 0.070
C 0.82045 -2.18961 -4.61277 -0.19 1.40 0.31 -0.102
H 6.57883 0.96086 1.98878 0.76 0.04 0.91 0.138
H 3.85850 1.77964 -1.49937 -0.03 0.11 -0.18 0.083
C 6.45912 2.05266 2.00968 -0.89 -1.28 -1.10 -0.436
H -3.12679 -3.38289 -6.48611 0.25 -0.01 0.20 0.079
N 5.30491 2.20483 1.08080 -0.51 0.59 0.39 0.036
H -1.83469 -0.61469 -2.32782 0.37 -0.02 -0.41 0.070
H -4.68815 -1.52986 -6.63884 -0.08 -0.02 0.04 0.135
H -4.14182 3.44583 -1.57337 -0.21 0.04 -0.36 0.077
C -0.07930 -0.95472 1.14406 0.83 -2.13 0.28 -0.208
H 4.25546 -0.11985 5.46419 0.14 0.01 0.32 0.077
N 1.06251 3.66134 1.66833 -0.42 0.16 0.62 0.038
H -5.63749 -4.93747 3.96197 0.43 -0.26 -0.83 0.079
H 2.96381 2.16567 5.47087 0.06 -0.01 0.00 0.074
H 0.04984 -2.95093 -4.47581 -0.10 0.07 -0.06 0.089
C 6.70548 2.79651 5.59315 0.55 -0.69 -0.14 -0.105
H 2.58219 0.02075 5.04811 -0.15 0.40 0.02 0.066
O -1.03295 -1.41166 0.20716 -0.39 1.22 -0.43 -0.203
H -1.90443 2.01975 -4.41481 -0.36 -0.16 0.28 0.121
H 1.06460 -6.59185 3.00542 -0.53 -0.16 -0.70 0.080
C -2.37540 -1.43842 -2.81018 -0.16 1.16 1.22 -0.127
C -2.57011 3.62256 -3.02138 -0.80 -0.14 -0.86 -0.436
H -1.84211 -2.34123 -2.50166 -0.31 -0.29 -0.34 0.086
H -0.27124 1.38936 0.82898 0.41 0.09 0.07 0.042
N -3.27265 -0.02706 -6.75759 0.40 0.47 0.81 0.040
C -1.17206 3.26010 2.64502 1.57 0.04 0.40 -0.178
H -6.69356 0.63394 2.05751 -0.05 -0.41 0.29 0.092
H -4.15415 -2.40847 -4.40995 -0.16 -0.08 -0.12 0.125
H 5.04711 2.22271 3.70019 -0.32 0.05 -0.46 0.113
H 2.02347 -5.35932 2.25382 -0.05 0.46 0.17 0.065
H 3.23758 -4.22816 -2.26577 -1.35 -0.66 0.16 0.139
H 4.94748 -2.97876 -1.83368 -0.31 -0.60 0.21 0.084
O -5.33129 -0.96859 1.69770 -0.34 0.12 0.66 -0.205
H -2.83318 2.41097 -1.29691 0.08 -0.27 -0.24 0.068
H 0.79613 1.49530 -4.04927 0.09 0.33 0.05 0.099
H 3.25818 0.10743 -1.87189 -0.31 0.33 0.37 0.046
O 3.40041 1.64787 6.15313 -0.19 0.10 -0.22 -0.129
H -0.41539 0.38858 -3.63841 -0.47 0.00 0.60 0.049
H -2.76654 -2.35064 -0.06534 -0.13 -0.59 0.09 0.082
C -6.16301 -1.94424 2.30494 -0.37 -0.33 -1.15 -0.220
H -1.97436 4.33078 0.45248 0.10 -0.29 -0.23 0.067
H 2.18058 -2.69221 0.20331 0.24 0.07 0.00 0.055
O -2.48503 -1.23140 -4.18820 0.15 -0.05 -0.39 -0.208
H -5.28123 0.93356 1.08623 -0.09 0.02 -0.22 0.071
O 5.12660 0.24582 -1.00598 0.01 0.12 -0.18 -0.170
H -1.88078 3.89493 3.18419 -0.69 -0.52 -0.26 0.123
C 6.02403 2.58070 3.36081 0.59 -0.51 -0.01 -0.210
H 5.67863 2.58765 5.90204 0.09 0.08 0.40 0.067
H 5.98511 3.66612 3.20915 0.02 0.16 0.59 0.131
H -4.56159 -2.20026 4.36562 -0.43 -0.21 -0.03 0.079
C 2.13726 0.20364 1.48821 0.43 -2.03 0.17 -0.045
H -0.27311 1.01196 -0.64432 0.45 -0.02 -0.27 0.056
C 0.14956 1.21617 -3.20053 0.84 0.28 -1.31 -0.127
C -3.68662 -1.34175 -6.24466 0.14 0.38 -0.17 -0.432
C 3.30354 0.26979 5.83311 -0.19 -0.33 -0.20 -0.158
H 0.97207 -1.97534 -5.67097 0.61 -0.64 -0.02 0.094
O 0.67411 -4.77173 3.81331 0.43 0.25 -0.20 -0.128
H -4.00648 1.97268 -2.55812 0.12 0.11 -0.38 0.076
H 2.69986 -0.74171 1.54966 0.18 0.21 0.43 0.080
C -3.79185 -1.42625 -4.72949 0.80 -0.14 0.32 -0.191
H -0.90257 5.66752 0.33949 0.18 -0.03 -0.17 0.071
C -5.33343 -3.15647 2.65904 0.40 -0.10 1.44 -0.437
H -2.44584 1.15459 3.57103 0.27 -0.19 -0.11 0.095